[1]
Molecular formula: C38H31BBrF4IN7O5SSn
Method: DFT, ωB97M-V/def2-TZVPD

## Properties
Charge: -2
Relative energy (zero: lowest compared OMol25 entry of this formula, charge and spin): 38.6 kcal per mole
Multiplicity: 2
Kohn-Sham gap (alpha / beta): 2.85 / 6.00 eV
Expectation value of S²: 0.763
Lowest unoccupied orbital energy (alpha / beta): 3.3 / 3.3 eV

The geometry in XYZ format:
```
90
C38H31BBrF4IN7O5SSn ωB97M-V/def2-TZVPD
Sn -0.44 0.23 0.94
O -0.31 4.77 1.44
C -0.48 3.54 1.56
N 0.30 2.55 1.15
C 1.42 2.98 0.33
C 0.92 3.28 -1.07
C 1.03 4.53 -1.66
C 0.46 4.73 -2.91
C -0.21 3.68 -3.52
C -0.27 2.46 -2.86
N 0.28 2.27 -1.66
C -1.75 3.07 2.24
C -2.35 3.84 3.23
C -3.53 3.38 3.80
C -4.09 2.20 3.34
C -3.42 1.50 2.35
N -2.28 1.93 1.81
H 1.90 3.88 0.73
H 2.15 2.17 0.29
H 1.54 5.32 -1.14
H 0.52 5.70 -3.39
H -0.68 3.80 -4.49
H -0.75 1.60 -3.30
H -1.88 4.76 3.53
H -4.00 3.94 4.59
H -4.99 1.79 3.77
H -3.80 0.56 1.97
Br 3.02 0.03 2.79
C 2.27 -1.68 2.28
C 2.62 -2.78 3.01
C 2.07 -4.03 2.57
C 1.29 -4.04 1.45
C 1.01 -2.85 0.75
N 1.51 -1.61 1.21
C 0.13 -2.82 -0.39
O -0.44 -3.84 -0.85
O -0.07 -1.63 -0.89
H 3.24 -2.69 3.89
H 2.27 -4.94 3.12
H 0.86 -4.96 1.07
O 1.13 -0.54 -3.38
S 1.86 -0.21 -2.12
C 3.12 1.00 -2.66
C 4.08 1.51 -1.80
C 4.92 2.53 -2.23
C 4.78 3.06 -3.51
C 3.80 2.56 -4.35
C 2.96 1.53 -3.93
C 2.97 -1.59 -1.80
C 3.80 -1.61 -0.68
C 4.50 -2.76 -0.38
C 4.35 -3.90 -1.16
C 3.51 -3.88 -2.26
C 2.81 -2.72 -2.58
H 4.19 1.12 -0.80
H 5.67 2.92 -1.56
H 5.42 3.87 -3.83
H 3.67 2.98 -5.34
H 2.19 1.13 -4.57
H 3.85 -0.76 -0.01
H 5.12 -2.79 0.51
H 4.87 -4.81 -0.89
H 3.36 -4.77 -2.86
H 2.10 -2.69 -3.40
O -1.72 -1.87 1.68
N -2.87 -2.44 1.69
C -3.73 -2.21 2.71
C -4.98 -2.80 2.70
C -5.35 -3.64 1.66
C -4.43 -3.88 0.65
C -3.19 -3.28 0.67
H -3.35 -1.55 3.47
H -5.65 -2.60 3.52
H -6.33 -4.11 1.64
H -4.66 -4.54 -0.18
H -2.39 -3.45 -0.05
F -0.90 0.81 5.82
B -1.12 -0.15 4.83
F -0.72 -1.41 5.24
F -2.52 -0.18 4.52
F -0.42 0.23 3.65
I -5.76 0.62 -3.71
C -4.07 0.20 -2.60
C -3.19 -0.85 -2.80
N -2.25 -0.74 -1.86
N -2.46 0.32 -1.07
C -3.57 0.90 -1.50
H -3.19 -1.65 -3.52
H -1.33 -1.34 -1.63
H -3.95 1.79 -1.02
```

[2]
Molecular formula: C38H31Cl5GeNO3S2Sc
Method: DFT, ωB97M-V/def2-TZVPD

## Properties
Charge: -2
Relative energy (zero: lowest compared OMol25 entry of this formula, charge and spin): 15.6 kcal per mole
Kohn-Sham gap: 3.52 eV
Lowest unoccupied orbital energy: 3.8 eV

The geometry in XYZ format:
```
82
C38H31Cl5GeNO3S2Sc ωB97M-V/def2-TZVPD
Sc 0.57 1.60 -0.18
Cl -0.23 4.25 0.37
C -0.09 3.54 1.98
C 0.72 2.42 2.06
C 0.91 1.95 3.35
Cl 2.03 0.64 3.62
C 0.25 2.48 4.46
Cl 0.47 1.81 6.04
C -0.61 3.57 4.30
Cl -1.46 4.22 5.65
C -0.77 4.13 3.03
Cl -1.80 5.49 2.80
S -2.83 1.12 2.06
C -3.75 2.03 1.01
N -3.50 2.25 -0.26
C -4.29 3.26 -0.93
C -5.63 3.30 -0.20
S -5.22 2.86 1.52
H -2.57 1.94 -0.64
H -4.39 3.02 -1.98
H -3.79 4.23 -0.86
H -6.33 2.57 -0.60
H -6.08 4.29 -0.23
C -1.09 -0.02 -2.98
C -1.23 1.41 -2.56
O -1.05 1.64 -1.18
C -1.60 2.42 -3.40
C -1.77 3.80 -2.97
C -2.27 4.76 -3.81
C -2.62 4.50 -5.14
C -2.36 3.21 -5.61
C -1.86 2.21 -4.81
H -1.18 -0.67 -2.10
H -0.13 -0.26 -3.48
H -1.88 -0.32 -3.69
H -1.50 4.06 -1.96
H -2.39 5.77 -3.41
H -3.00 5.28 -5.79
H -2.55 2.98 -6.66
H -1.64 1.24 -5.25
C 2.74 -0.11 -1.35
C 2.80 1.30 -1.97
O 3.58 1.54 -2.87
O 1.96 2.17 -1.46
H 2.26 -0.72 -2.12
H 2.62 0.28 0.76
H 3.79 -0.45 -1.32
C 1.99 -0.18 -0.01
Ge 1.77 -1.99 0.61
C 0.92 -2.11 2.37
C -0.31 -1.48 2.57
C -0.93 -1.49 3.80
C -0.34 -2.15 4.87
C 0.87 -2.80 4.69
C 1.49 -2.78 3.45
C 0.71 -3.23 -0.50
C 0.26 -4.42 0.09
C -0.47 -5.35 -0.63
C -0.78 -5.11 -1.96
C -0.35 -3.94 -2.56
C 0.39 -3.01 -1.84
C 3.52 -2.91 0.82
C 3.84 -4.08 0.14
C 5.08 -4.69 0.29
C 6.03 -4.12 1.12
C 5.74 -2.95 1.80
C 4.50 -2.35 1.65
H -0.78 -0.95 1.74
H -1.88 -0.97 3.93
H -0.82 -2.14 5.84
H 1.33 -3.32 5.52
H 2.44 -3.29 3.33
H 0.48 -4.61 1.13
H -0.81 -6.26 -0.15
H -1.36 -5.83 -2.52
H -0.61 -3.73 -3.60
H 0.69 -2.10 -2.33
H 3.10 -4.54 -0.51
H 5.30 -5.60 -0.26
H 7.01 -4.59 1.23
H 6.48 -2.50 2.45
H 4.28 -1.43 2.18
```

[3]
Molecular formula: C38H31ClGeN3Tl
Method: DFT, ωB97M-V/def2-TZVPD

## Properties
Charge: -2
Relative energy (zero: lowest compared OMol25 entry of this formula, charge and spin): 0.0 kcal per mole
Kohn-Sham gap (alpha / beta): 4.47 / 3.78 eV
Lowest unoccupied orbital energy (alpha / beta): 4.1 / 4.0 eV

The geometry in XYZ format:
```
75
C38H31ClGeN3Tl ωB97M-V/def2-TZVPD
Tl -0.24 -1.15 0.19
Cl -3.00 -1.30 -6.58
C -2.51 -1.76 -5.02
C -3.36 -1.51 -3.89
C -3.01 -2.00 -2.63
C -1.83 -2.83 -2.44
C -1.65 -3.39 -1.16
C -0.97 -3.00 -3.55
C -1.30 -2.48 -4.81
H -4.29 -0.94 -4.03
H -3.63 -1.73 -1.79
H -0.84 -4.11 -0.96
H -2.47 -3.33 -0.44
H -0.06 -3.53 -3.40
H -0.62 -2.58 -5.66
C -1.59 0.78 -0.27
Ge -2.84 1.27 1.10
C -4.12 2.73 0.69
C -4.07 3.51 -0.47
C -5.07 4.43 -0.76
C -6.09 4.64 0.17
C -6.15 3.88 1.33
C -5.17 2.94 1.58
C -2.01 1.79 2.79
C -2.18 3.05 3.38
C -1.56 3.35 4.61
C -0.81 2.39 5.25
C -0.56 1.15 4.65
C -1.20 0.85 3.45
C -4.13 -0.16 1.38
C -5.17 -0.38 0.45
C -5.89 -1.56 0.45
C -5.67 -2.51 1.46
C -4.70 -2.29 2.42
C -3.94 -1.12 2.39
H -0.94 1.57 -0.68
H -3.29 3.37 -1.20
H -5.03 5.01 -1.68
H -6.88 5.37 -0.01
H -6.97 4.00 2.03
H -5.28 2.31 2.47
H -2.72 3.86 2.89
H -1.76 4.32 5.08
H -0.42 2.60 6.24
H 0.12 0.43 5.12
H -1.08 -0.13 2.99
H -5.38 0.36 -0.31
H -6.65 -1.71 -0.33
H -6.28 -3.40 1.47
H -4.53 -3.04 3.19
H -3.21 -0.94 3.17
N 7.10 0.35 -1.04
C 8.45 0.03 -0.90
C 9.65 0.73 -0.98
C 10.82 0.03 -0.67
C 10.82 -1.33 -0.41
C 9.63 -2.05 -0.32
C 8.42 -1.36 -0.51
N 7.11 -1.82 -0.47
C 6.34 -0.77 -0.79
C 4.91 -0.82 -0.84
C 4.13 0.29 -1.15
C 2.76 0.10 -1.28
N 2.12 -1.09 -1.26
C 2.91 -2.15 -1.00
C 4.26 -2.08 -0.77
H 6.76 1.28 -1.25
H 9.67 1.77 -1.29
H 11.80 0.51 -0.70
H 11.78 -1.79 -0.29
H 9.60 -3.10 -0.04
H 4.52 1.31 -1.17
H 2.16 0.96 -1.55
H 2.44 -3.11 -1.08
H 4.84 -2.96 -0.55
```

[4]
Molecular formula: C38H31N2O
Method: DFT, ωB97M-V/def2-TZVPD

## Properties
Charge: +1
Kohn-Sham gap: 4.79 eV
Lowest unoccupied orbital energy: -4.9 eV

The geometry in XYZ format:
```
72
C38H31N2O ωB97M-V/def2-TZVPD
C -1.61 6.48 -0.38
C -2.75 5.82 -0.85
C -2.68 4.45 -1.14
C -1.48 3.73 -0.96
C -1.55 2.22 -1.09
C -0.35 1.43 -1.14
N -0.16 0.51 -2.15
C -1.26 -0.16 -2.64
C -1.15 -1.28 -3.43
C 0.09 -1.80 -3.75
C 1.24 -1.13 -3.31
C 1.13 0.05 -2.52
C 2.27 0.69 -2.03
C 3.53 0.12 -2.24
C 3.66 -1.05 -3.00
C 2.54 -1.67 -3.53
O -2.69 1.71 -1.15
C -0.34 4.42 -0.54
C -0.40 5.79 -0.25
H -1.68 7.53 -0.08
H -3.70 6.35 -0.96
H -3.58 3.94 -1.47
H 0.49 1.67 -0.50
H -2.22 0.24 -2.36
H -2.07 -1.74 -3.79
H 0.20 -2.72 -4.31
H 2.18 1.64 -1.50
H 4.42 0.60 -1.83
H 4.65 -1.48 -3.18
H 2.62 -2.59 -4.12
H 0.58 3.86 -0.43
H 0.49 6.31 0.10
C 5.01 -2.85 0.38
N 3.87 -3.36 1.13
C 4.18 -4.41 2.08
C 2.67 -2.66 1.15
C 1.97 -2.47 -0.06
C 0.82 -1.70 -0.07
C 0.38 -1.02 1.08
C -0.89 -0.33 1.07
C -1.31 0.66 2.05
C -2.74 0.66 2.11
C -3.43 1.26 3.15
C -2.69 1.92 4.14
C -1.29 2.01 4.04
C -0.59 1.40 2.99
C -3.23 -0.30 1.15
C -2.10 -0.91 0.51
C -2.29 -2.09 -0.21
C -3.58 -2.60 -0.34
C -4.68 -2.00 0.30
C -4.51 -0.83 1.05
C 1.13 -1.17 2.27
C 2.18 -2.08 2.34
H 4.67 -2.22 -0.45
H 5.68 -2.25 1.03
H 5.58 -3.70 -0.01
H 3.27 -5.00 2.29
H 4.94 -5.06 1.64
H 4.56 -4.01 3.04
H 2.32 -2.97 -0.96
H 0.27 -1.57 -0.99
H -4.51 1.15 3.19
H -3.21 2.35 5.00
H -0.74 2.56 4.81
H 0.50 1.50 2.90
H -1.44 -2.61 -0.64
H -3.74 -3.50 -0.94
H -5.67 -2.45 0.24
H -5.32 -0.34 1.58
H 0.84 -0.62 3.16
H 2.67 -2.29 3.29
```

[5]
Molecular formula: C38H32BBrN8O2Pt
Method: DFT, ωB97M-V/def2-TZVPD

## Properties
Charge: +2
Relative energy (zero: lowest compared OMol25 entry of this formula, charge and spin): 74.3 kcal per mole
Kohn-Sham gap (alpha / beta): 3.73 / 3.70 eV
Lowest unoccupied orbital energy (alpha / beta): -8.6 / -8.6 eV

The geometry in XYZ format:
```
83
C38H32BBrN8O2Pt ωB97M-V/def2-TZVPD
Pt 0.49 0.15 -0.49
C -1.81 -2.50 -3.62
C -1.05 -1.50 -3.04
N -0.81 -1.48 -1.74
C -1.27 -2.50 -0.97
C -2.08 -3.48 -1.59
N -2.33 -3.46 -2.86
C -0.82 -2.55 0.40
C -1.27 -3.51 1.30
C -0.71 -3.63 2.57
C 0.32 -2.72 2.87
C 0.70 -1.75 1.97
N 0.14 -1.64 0.74
C 1.72 -0.77 2.29
C 2.33 -0.66 3.55
N 3.22 0.25 3.81
C 3.56 1.12 2.87
C 2.94 1.07 1.63
N 2.06 0.13 1.35
C -1.14 -4.66 3.53
C -2.07 -5.65 3.17
C -2.44 -6.61 4.10
N -1.94 -6.62 5.31
C -1.06 -5.73 5.69
C -0.63 -4.73 4.83
H -2.02 -2.53 -4.68
H -0.63 -0.71 -3.64
H -2.51 -4.30 -1.04
H -2.06 -4.17 0.99
H 0.84 -2.79 3.81
H 2.07 -1.32 4.37
H 4.30 1.86 3.11
H 3.15 1.82 0.88
H -2.51 -5.71 2.19
H -3.16 -7.39 3.86
H -0.68 -5.82 6.70
H 0.08 -4.01 5.21
O -1.55 2.32 0.62
B -0.64 1.30 0.80
O -0.23 1.26 2.12
C -0.85 2.30 2.76
C -0.70 2.74 4.06
C -1.44 3.86 4.41
C -2.27 4.51 3.50
C -2.40 4.08 2.19
C -1.67 2.95 1.83
H -0.05 2.24 4.76
H -1.35 4.24 5.42
H -2.82 5.38 3.82
H -3.02 4.61 1.49
C -2.23 3.65 -4.35
N -2.19 2.40 -3.67
C -2.28 1.22 -4.45
C -1.75 2.33 -2.31
C -0.30 2.77 -2.08
C 0.03 4.09 -2.36
C 1.33 4.54 -2.30
C 2.33 3.66 -1.94
C 2.00 2.38 -1.56
C 0.68 1.90 -1.57
H -2.83 3.56 -5.26
H -1.22 3.97 -4.65
H -2.66 4.42 -3.72
H -3.01 1.37 -5.26
H -2.61 0.38 -3.84
H -1.32 0.96 -4.92
H -1.85 1.31 -1.94
H -2.38 2.98 -1.70
H -0.75 4.80 -2.60
H 1.56 5.57 -2.53
H 3.36 3.99 -1.92
H 2.81 1.73 -1.24
Br 2.61 -1.24 -5.71
C 3.15 -0.90 -3.92
C 4.43 -0.50 -3.60
C 4.72 -0.30 -2.26
C 3.71 -0.43 -1.32
N 2.45 -0.78 -1.63
C 2.21 -1.05 -2.90
H 5.18 -0.36 -4.36
H 5.71 -0.03 -1.94
H 3.92 -0.26 -0.27
H 1.23 -1.44 -3.15
```

[6]
Molecular formula: C38H32BaCl3GeN3O2S6
Method: DFT, ωB97M-V/def2-TZVPD

## Properties
Charge: -1
Relative energy (zero: lowest compared OMol25 entry of this formula, charge and spin): 22.8 kcal per mole
Multiplicity: 2
Kohn-Sham gap (alpha / beta): 6.26 / 5.37 eV
Expectation value of S²: 0.774
Lowest unoccupied orbital energy (alpha / beta): 1.9 / 1.0 eV

The geometry in XYZ format:
```
86
C38H32BaCl3GeN3O2S6 ωB97M-V/def2-TZVPD
Ba 0.23 -0.17 -0.53
C 3.34 3.20 1.52
C 2.80 1.96 1.12
N 1.51 1.77 1.06
C 0.60 2.75 1.32
C 1.08 4.04 1.62
C 2.48 4.23 1.74
C 0.18 5.13 1.76
C -1.15 4.89 1.56
C -1.65 3.59 1.33
C -0.84 2.47 1.28
N -1.27 1.16 1.16
C -2.50 0.69 1.50
C -3.46 1.35 2.27
C -4.72 0.80 2.58
C -5.09 -0.45 2.18
C -4.14 -1.23 1.48
C -4.40 -2.58 1.15
C -3.44 -3.37 0.59
C -2.19 -2.78 0.31
N -1.95 -1.52 0.57
C -2.86 -0.71 1.15
H 4.41 3.33 1.60
H 3.45 1.13 0.87
H 2.85 5.22 2.01
H 0.56 6.12 1.97
H -1.86 5.71 1.60
H -2.72 3.49 1.16
H -3.25 2.33 2.66
H -5.40 1.41 3.17
H -6.07 -0.87 2.41
H -5.38 -2.98 1.40
H -3.62 -4.42 0.37
H -1.37 -3.37 -0.10
S -0.61 6.43 -5.92
C -0.49 5.21 -4.81
S 1.00 4.46 -4.38
C 0.39 3.25 -3.26
C -1.01 3.27 -3.08
S -1.92 2.28 -2.10
S -1.84 4.49 -4.04
S 1.53 2.25 -2.54
Cl 2.47 -2.83 2.99
Ge 2.31 -2.25 0.83
Cl 1.71 -4.27 -0.15
Cl 4.55 -2.13 0.42
O -1.03 -0.86 -2.57
S -0.68 -2.25 -3.08
C 0.09 -1.90 -4.68
C 0.80 -3.08 -5.31
C 1.35 -4.11 -4.54
C 2.01 -5.17 -5.17
C 2.13 -5.20 -6.55
C 1.60 -4.17 -7.31
C 0.94 -3.12 -6.69
C -2.27 -2.95 -3.58
C -2.07 -4.35 -4.10
C -2.14 -4.62 -5.46
C -1.87 -5.91 -5.93
C -1.53 -6.91 -5.03
C -1.48 -6.64 -3.67
C -1.75 -5.37 -3.21
H 0.79 -1.10 -4.43
H -0.67 -1.48 -5.32
H 1.29 -4.09 -3.46
H 2.42 -5.96 -4.56
H 2.64 -6.03 -7.03
H 1.70 -4.19 -8.39
H 0.51 -2.32 -7.30
H -2.75 -2.27 -4.29
H -2.85 -2.94 -2.66
H -2.38 -3.83 -6.16
H -1.91 -6.11 -6.99
H -1.32 -7.91 -5.40
H -1.21 -7.42 -2.97
H -1.68 -5.15 -2.14
C 4.11 -2.85 -2.97
C 3.46 -1.51 -2.73
C 4.30 -0.28 -2.95
O 2.30 -1.44 -2.36
H 5.11 -2.86 -2.55
H 4.19 -3.00 -4.06
H 3.50 -3.63 -2.52
H 4.97 -0.41 -3.80
H 4.93 -0.17 -2.06
H 3.67 0.60 -3.07
```

What did the sixth record say?
Molecular formula: C38H32BaCl3GeN3O2S6
Method: DFT, ωB97M-V/def2-TZVPD

## Properties
Charge: -1
Relative energy (zero: lowest compared OMol25 entry of this formula, charge and spin): 22.8 kcal per mole
Multiplicity: 2
Kohn-Sham gap (alpha / beta): 6.26 / 5.37 eV
Expectation value of S²: 0.774
Lowest unoccupied orbital energy (alpha / beta): 1.9 / 1.0 eV

The geometry in XYZ format:
```
86
C38H32BaCl3GeN3O2S6 ωB97M-V/def2-TZVPD
Ba 0.23 -0.17 -0.53
C 3.34 3.20 1.52
C 2.80 1.96 1.12
N 1.51 1.77 1.06
C 0.60 2.75 1.32
C 1.08 4.04 1.62
C 2.48 4.23 1.74
C 0.18 5.13 1.76
C -1.15 4.89 1.56
C -1.65 3.59 1.33
C -0.84 2.47 1.28
N -1.27 1.16 1.16
C -2.50 0.69 1.50
C -3.46 1.35 2.27
C -4.72 0.80 2.58
C -5.09 -0.45 2.18
C -4.14 -1.23 1.48
C -4.40 -2.58 1.15
C -3.44 -3.37 0.59
C -2.19 -2.78 0.31
N -1.95 -1.52 0.57
C -2.86 -0.71 1.15
H 4.41 3.33 1.60
H 3.45 1.13 0.87
H 2.85 5.22 2.01
H 0.56 6.12 1.97
H -1.86 5.71 1.60
H -2.72 3.49 1.16
H -3.25 2.33 2.66
H -5.40 1.41 3.17
H -6.07 -0.87 2.41
H -5.38 -2.98 1.40
H -3.62 -4.42 0.37
H -1.37 -3.37 -0.10
S -0.61 6.43 -5.92
C -0.49 5.21 -4.81
S 1.00 4.46 -4.38
C 0.39 3.25 -3.26
C -1.01 3.27 -3.08
S -1.92 2.28 -2.10
S -1.84 4.49 -4.04
S 1.53 2.25 -2.54
Cl 2.47 -2.83 2.99
Ge 2.31 -2.25 0.83
Cl 1.71 -4.27 -0.15
Cl 4.55 -2.13 0.42
O -1.03 -0.86 -2.57
S -0.68 -2.25 -3.08
C 0.09 -1.90 -4.68
C 0.80 -3.08 -5.31
C 1.35 -4.11 -4.54
C 2.01 -5.17 -5.17
C 2.13 -5.20 -6.55
C 1.60 -4.17 -7.31
C 0.94 -3.12 -6.69
C -2.27 -2.95 -3.58
C -2.07 -4.35 -4.10
C -2.14 -4.62 -5.46
C -1.87 -5.91 -5.93
C -1.53 -6.91 -5.03
C -1.48 -6.64 -3.67
C -1.75 -5.37 -3.21
H 0.79 -1.10 -4.43
H -0.67 -1.48 -5.32
H 1.29 -4.09 -3.46
H 2.42 -5.96 -4.56
H 2.64 -6.03 -7.03
H 1.70 -4.19 -8.39
H 0.51 -2.32 -7.30
H -2.75 -2.27 -4.29
H -2.85 -2.94 -2.66
H -2.38 -3.83 -6.16
H -1.91 -6.11 -6.99
H -1.32 -7.91 -5.40
H -1.21 -7.42 -2.97
H -1.68 -5.15 -2.14
C 4.11 -2.85 -2.97
C 3.46 -1.51 -2.73
C 4.30 -0.28 -2.95
O 2.30 -1.44 -2.36
H 5.11 -2.86 -2.55
H 4.19 -3.00 -4.06
H 3.50 -3.63 -2.52
H 4.97 -0.41 -3.80
H 4.93 -0.17 -2.06
H 3.67 0.60 -3.07
```

Number 2 is which compound?
C38H31Cl5GeNO3S2Sc

Which formula does entry 5 have?
C38H32BBrN8O2Pt